[1]
A structure of composition C15H18N2O2RuS in a non-equilibrium geometry. Source: the Open Molecules 2025 dataset; level of theory: ωB97M-V with the def2-TZVPD basis set.

ΔE to the lowest compared entry with this formula, charge and spin in kJ/mol: 221.1
Kohn-Sham gap (alpha / beta) in eV: 7.3 / 7.5
HOMO level (alpha / beta) in eV: -7.261 / -7.435
2S+1: 1

Positions of all 39 atoms, in Å:
Ru -0.57931 0.13369 -0.34778
N 0.32882 4.90493 0.91252
C -0.11904 3.86683 0.13701
O 0.32843 3.71240 -0.98594
C -1.17596 3.01099 0.78270
C -1.71856 1.84821 -0.03691
H 1.00417 5.53504 0.51867
H -0.03713 5.07332 1.83101
H -1.96517 3.72107 1.07153
H -0.75702 2.64530 1.72716
H -1.95925 2.23180 -1.03773
H -2.67271 1.55025 0.40964
S -3.32001 -3.46427 -0.14976
C -4.36613 -2.12025 -0.12316
C -3.68944 -0.93996 -0.18209
C -2.26452 -1.09951 -0.25813
C -1.95642 -2.42598 -0.24044
C -0.57166 -2.88931 -0.35582
C -0.19135 -4.22008 -0.20270
C 1.14136 -4.55864 -0.32980
C 2.06675 -3.56858 -0.60492
C 1.60553 -2.26925 -0.73405
N 0.32376 -1.92563 -0.61624
H -5.43417 -2.26797 -0.07492
H -4.18535 0.02182 -0.18939
H -0.93756 -4.96984 0.02323
H 1.44980 -5.58974 -0.20940
H 3.12007 -3.77881 -0.72272
H 2.28935 -1.46335 -0.96085
C 3.28559 0.75016 1.21068
O 1.86309 0.50979 1.28212
C 1.10301 0.67483 0.22783
C 1.69905 1.13624 -1.08048
H 3.46806 1.79851 0.98398
H 3.74356 0.10917 0.46144
H 3.66948 0.50474 2.19427
H 2.58573 0.59292 -1.40806
H 1.89360 2.20818 -1.05754
H 0.93152 1.01097 -1.86493

---

[2]
An isolated molecule of C15H18N4O5S in a non-equilibrium geometry. Source: the Open Molecules 2025 dataset; level of theory: ωB97M-V with the def2-TZVPD basis set.

ΔE to the lowest compared entry with this formula, charge and spin in kJ/mol: 228.6
Kohn-Sham gap in eV: 8.3
HOMO level in eV: -9.005
2S+1: 1

Positions of all 43 atoms, in Å:
C 2.87017 -2.84932 2.95030
H 3.36553 -1.96619 2.53626
H 3.19118 -2.99401 3.98015
H 3.13644 -3.73049 2.35957
O 1.47181 -2.67404 3.01335
C 0.78530 -2.47804 1.87726
C 1.34306 -2.42287 0.60691
C 0.55166 -2.20088 -0.51414
C -0.82133 -2.06155 -0.34553
C -1.40617 -2.12231 0.92050
C -0.62227 -2.32580 2.03649
O -1.07306 -2.39748 3.30489
C -2.46057 -2.27743 3.53034
H -2.59013 -2.37694 4.60623
H -2.83507 -1.30156 3.20748
H -3.01802 -3.06913 3.02156
H -2.47563 -2.00120 0.98253
N -1.65009 -1.80792 -1.47888
O -1.09200 -1.59193 -2.53981
O -2.85215 -1.80052 -1.32034
C 1.18608 -2.28462 -1.87329
O 1.35890 -3.34448 -2.42167
N 1.69211 -1.12380 -2.40412
C 1.50730 0.17091 -2.02338
N 1.91313 1.15596 -2.75221
N 1.65786 2.34602 -2.23242
C 1.06141 2.32996 -1.10203
C 0.61849 3.51882 -0.34164
H 1.37743 4.29650 -0.44442
H 0.52193 3.25170 0.71218
C -0.73032 4.07005 -0.85612
C -0.56964 4.67550 -2.24593
H -1.52919 5.02845 -2.61573
H 0.12105 5.51482 -2.22106
H -0.17897 3.93594 -2.94015
C -1.80638 2.98715 -0.85535
H -1.85584 2.48750 0.11067
H -1.60388 2.24180 -1.62146
H -2.77945 3.42475 -1.06405
H -1.03160 4.86036 -0.15943
S 0.74594 0.68410 -0.52308
H 2.10120 -1.22330 -3.32844
H 2.40380 -2.55449 0.46801

---

[3]
A structure of composition C15H18N7O2SY. Source: the Open Molecules 2025 dataset; level of theory: ωB97M-V with the def2-TZVPD basis set.

Charge: +1
ΔE to the lowest compared entry with this formula, charge and spin in kJ/mol: 29.9
Kohn-Sham gap (alpha / beta) in eV: 4.8 / 8.7
HOMO level (alpha / beta) in eV: -7.189 / -11.119
2S+1: 2
Expectation value of S²: 0.771

Positions of all 44 atoms, in Å:
Y -0.58153 0.06404 -0.29625
O 1.56925 -0.35506 -0.09931
N 2.21971 -0.68974 1.01483
C 3.56969 -0.76815 0.92923
C 4.32159 -1.11403 2.01323
C 3.66684 -1.38345 3.21901
C 2.30149 -1.29056 3.28272
C 1.53639 -0.93098 2.15725
S -0.17348 -0.79734 2.23758
H 3.95611 -0.51940 -0.04703
H 5.39586 -1.16033 1.91976
H 4.22876 -1.65572 4.10166
H 1.76636 -1.48356 4.20055
C -5.03478 0.80620 -0.12452
C -3.63301 1.16089 0.24964
O -2.73896 0.29929 0.14728
N -3.36855 2.37341 0.68445
C -2.03996 2.85147 1.12773
C -1.13925 3.29312 0.02164
C -0.94026 4.61729 -0.26339
C -0.09777 5.02466 -1.30435
C 0.54357 3.99226 -2.03138
C 0.33543 2.69006 -1.71144
N -0.51153 2.26064 -0.68937
H -5.02628 0.30435 -1.08986
H -5.69090 1.67262 -0.16453
H -5.42102 0.10349 0.61410
H -4.12698 3.03676 0.68819
H -1.59920 2.04219 1.72254
H -2.24196 3.67348 1.81211
H -1.44925 5.35631 0.34532
H 0.06368 6.06610 -1.53098
H 1.21434 4.22977 -2.84621
H 0.84297 1.90143 -2.26354
N 1.85190 -4.19502 -1.41310
C 0.78896 -4.86388 -1.88331
N 0.90630 -6.16582 -2.14836
N -0.39394 -4.30669 -2.11005
C -0.53503 -3.04860 -1.85511
N -0.71056 -1.91785 -1.65337
H 2.73939 -4.63764 -1.25565
H 1.78765 -3.20044 -1.26292
H 1.75938 -6.67055 -1.99187
H 0.08857 -6.66500 -2.45294

---

[4]
A cluster of 2 separate species, C15H18O in total in a non-equilibrium geometry. Source: the Open Molecules 2025 dataset; level of theory: ωB97M-V with the def2-TZVPD basis set.

Charge: -1
ΔE to the lowest compared entry with this formula, charge and spin in kJ/mol: 124.8
Kohn-Sham gap (alpha / beta) in eV: 2.9 / 7.0
HOMO level (alpha / beta) in eV: 0.431 / -3.750
2S+1: 2
Expectation value of S²: 0.760

Positions of all 34 atoms, in Å:
C 1.25799 0.34215 -0.09470
C 2.58901 -2.60623 -2.90495
C 1.28041 -2.62811 -2.49002
C 3.39275 -1.49210 -2.55958
C 0.81355 -1.63789 -1.61049
C 2.96952 -0.54204 -1.66794
C 1.60370 -0.58986 -1.19473
H 3.12136 -3.48823 -3.27815
H 0.62067 -3.49285 -2.66309
H 4.39310 -1.37290 -2.96706
H -0.22765 -1.63552 -1.30172
H 3.68165 0.18052 -1.29448
H 0.84522 -0.12010 0.81162
H 0.37978 0.95898 -0.37315
H 1.94262 1.16910 0.12578
C -2.68058 -0.75885 1.52909
C -1.68260 -1.74580 2.13664
C -1.97630 0.49867 1.20780
C -1.38498 1.31312 2.14616
C -1.88918 1.09318 -0.07928
C -0.61932 2.47362 1.88900
C -1.35377 2.34729 -0.43565
C -0.70383 3.03461 0.57458
O -0.09450 4.28221 0.41664
H -2.92288 -1.21034 0.56443
H -3.55465 -0.67485 2.19418
H -0.99611 -2.22303 1.41829
H -1.50954 1.05986 3.19204
H -2.29888 0.66123 -1.02712
H 0.12097 2.83373 2.61399
H -1.41562 2.91789 -1.35216
H -0.69245 4.94318 0.80103
H -1.94679 -2.63631 2.77043
H -1.06268 -1.25432 2.90254

---

[5]
A cluster of 2 separate species, C15H18O in total in a non-equilibrium geometry. Source: the Open Molecules 2025 dataset; level of theory: ωB97M-V with the def2-TZVPD basis set.

ΔE to the lowest compared entry with this formula, charge and spin in kJ/mol: 40.3
Kohn-Sham gap in eV: 9.2
HOMO level in eV: -8.373
2S+1: 1
SMILES string: CCc1ccc(O)cc1.Cc1ccccc1

Positions of all 34 atoms, in Å:
C -4.47646 -2.71750 -0.60269
C -1.86069 0.34430 0.92400
C -2.31179 0.39966 -0.38168
C -2.14032 -0.79577 1.66726
C -3.14910 -0.59144 -0.90128
C -2.95719 -1.79374 1.15418
C -3.54418 -1.65194 -0.10077
H -1.18795 1.07027 1.35382
H -2.03966 1.17819 -1.08806
H -1.79795 -0.86915 2.69329
H -3.54221 -0.40744 -1.89411
H -3.18747 -2.66102 1.76485
H -4.78059 -2.57621 -1.64636
H -5.42218 -2.74774 -0.05891
H -4.00004 -3.69738 -0.62477
C 2.19739 1.16672 1.82227
C 2.36246 2.66940 2.13207
C 2.35150 0.78928 0.37654
C 1.36349 1.10240 -0.54512
C 3.43742 0.05981 -0.06871
C 1.49781 0.81498 -1.89498
C 3.55071 -0.31509 -1.41452
C 2.57247 0.05436 -2.31897
O 2.63203 -0.27511 -3.63622
H 2.85624 0.61512 2.46135
H 1.19759 0.87990 2.14732
H 1.48766 3.10035 2.61532
H 0.46065 1.63063 -0.25961
H 4.31562 -0.20968 0.50486
H 0.73674 1.09058 -2.60000
H 4.45399 -0.82797 -1.73175
H 3.26188 -0.98001 -3.79208
H 2.41634 3.27341 1.22002
H 3.24577 2.87783 2.72343

---

[6]
A cluster of 2 separate species, C15H18O2 in total in a non-equilibrium geometry. Source: the Open Molecules 2025 dataset; level of theory: ωB97M-V with the def2-TZVPD basis set.

ΔE to the lowest compared entry with this formula, charge and spin in kJ/mol: 143.6
Kohn-Sham gap in eV: 9.0
HOMO level in eV: -8.247
2S+1: 1
SMILES string: CCc1ccc(O)cc1.Cc1ccc(O)cc1

Positions of all 35 atoms, in Å:
C 2.15301 -2.65566 -1.03920
C -0.90412 -0.93691 -2.54935
C -1.97545 -1.28330 -1.70883
C 0.39624 -1.28880 -2.26511
C 0.72785 -2.14174 -1.21501
C -1.59929 -2.00107 -0.59318
C -0.29127 -2.48775 -0.31507
O -3.23927 -1.00179 -2.10102
H -1.16289 -0.37949 -3.44514
H 1.16320 -0.94029 -2.96981
H -2.21644 -2.38635 0.22297
H -3.56327 -0.16657 -1.67331
H 2.15221 -3.59851 -0.50984
H 2.74820 -1.79626 -0.67424
H -0.30807 -3.07812 0.59405
H 2.60892 -2.85771 -1.99246
C 1.46724 0.80962 2.44013
C 2.58115 1.76053 2.74378
C 0.39847 1.29687 1.44791
C 0.64491 1.65665 0.11682
C -0.89281 1.36022 1.95499
C -0.44696 1.69353 -0.73893
C -1.94436 1.63190 1.11833
C -1.76091 1.74348 -0.27509
O -2.86832 1.99266 -1.05559
H 1.67586 -0.16767 2.01696
H 0.95198 0.63324 3.39972
H 3.40339 1.29210 3.31149
H 1.70802 1.80385 -0.16728
H -1.16128 1.16734 3.00113
H -0.27210 1.69981 -1.81184
H -2.98355 1.71647 1.44018
H -2.64010 2.05774 -1.98878
H 2.38266 2.57822 3.39690
H 3.06715 2.27378 1.88371

---

[7]
A cluster of 2 separate species, C15H18O2 in total in a non-equilibrium geometry. Source: the Open Molecules 2025 dataset; level of theory: ωB97M-V with the def2-TZVPD basis set.

ΔE to the lowest compared entry with this formula, charge and spin in kJ/mol: 207.5
Kohn-Sham gap in eV: 9.3
HOMO level in eV: -8.596
2S+1: 1
SMILES string: CCc1ccc(O)cc1.Cc1ccc(O)cc1

Positions of all 35 atoms, in Å:
C -1.95536 -1.76270 -2.80563
C -2.79745 -2.21924 -1.65464
C -0.49047 -1.53907 -2.41816
C 0.19481 -0.36508 -2.89527
C 0.15692 -2.34191 -1.54214
C 1.45497 0.03763 -2.40693
C 1.38976 -1.93122 -0.99837
C 2.09110 -0.84068 -1.48936
O 3.24553 -0.46255 -0.90693
H -2.00974 -2.39324 -3.73641
H -2.24971 -0.79591 -3.23061
H -3.25478 -3.21352 -1.79311
H -0.18372 0.16198 -3.75672
H -0.27777 -3.14652 -0.95728
H 1.94342 0.75220 -3.02557
H 1.77809 -2.39431 -0.08906
H 3.14072 0.43983 -0.58583
H -3.68200 -1.63279 -1.44258
H -2.10881 -2.28197 -0.79753
C 0.59270 3.09374 -0.02488
C 0.02515 0.87441 0.96165
C 0.17228 2.23726 1.13794
C -0.53339 0.04598 1.94120
C -0.10386 2.77290 2.39901
C -0.89176 0.63023 3.18604
C -0.58864 1.96473 3.40180
O -1.39121 -0.12625 4.22970
H 0.29620 0.57007 -0.05579
H -0.52444 -1.01379 1.81287
H 1.68214 3.05134 -0.19636
H 0.52875 4.20236 0.31460
H 0.52856 3.57294 2.70889
H -0.91082 2.48895 4.27412
H -0.77106 -0.85779 4.32069
H 0.02293 2.84754 -0.95945

---

[8]
An isolated molecule of C15H18O3. Source: the Open Molecules 2025 dataset; level of theory: ωB97M-V with the def2-TZVPD basis set.

ΔE to the lowest compared entry with this formula, charge and spin in kJ/mol: 3.0
Kohn-Sham gap in eV: 8.5
HOMO level in eV: -8.689
2S+1: 1
SMILES string: CC(C)c1ccc(/C=C/C(=O)CCC(=O)O)cc1

Positions of all 36 atoms, in Å:
C -5.50647 -1.72690 -0.00226
H -5.37920 -1.83191 1.07226
H -6.54855 -1.92256 -0.24471
H -4.88957 -2.47469 -0.49582
C -5.11266 -0.32179 -0.46386
C -3.64777 -0.06967 -0.21548
C -3.11868 -0.08855 1.07126
C -1.77641 0.13945 1.28713
C -0.90607 0.40397 0.22450
C -1.44000 0.41828 -1.06648
C -2.78332 0.18467 -1.27527
H -3.17235 0.19779 -2.28372
H -0.79771 0.60131 -1.91327
C 0.49546 0.63524 0.50810
C 1.42620 1.04637 -0.36625
C 2.84029 1.27926 -0.07493
O 3.55570 1.86468 -0.86228
C 3.41286 0.72663 1.22406
C 3.46333 -0.80887 1.17070
C 4.15823 -1.22979 -0.10433
O 3.61392 -1.71244 -1.05943
O 5.46976 -0.98769 -0.05815
H 5.88658 -1.19521 -0.90904
H 2.45971 -1.23322 1.16746
H 4.02644 -1.18466 2.02559
H 2.81685 1.04999 2.07748
H 4.42674 1.11585 1.33103
H 1.16022 1.27265 -1.38924
H 0.76973 0.47153 1.54304
H -1.38844 0.11888 2.29630
H -3.76184 -0.28632 1.91585
C -5.97140 0.73846 0.22948
H -5.85460 0.68705 1.30906
H -7.02134 0.58477 -0.00923
H -5.68346 1.73443 -0.10003
H -5.29265 -0.25439 -1.54252